(1)
Computed, not measured: a structure of composition C62H66FInN4O4S2Sb2Si in a non-equilibrium geometry, with wB97M-V/def2-TZVPD.

Structure (XYZ):
```
143
Properties=species:S:1:pos:R:3:forces:R:3
In 0.0882 1.3208 -0.5968 0.01 0.14 0.66
C 0.9692 1.5086 1.5550 -0.24 -0.29 -1.00
Si -0.1198 2.1750 2.8799 0.49 -0.14 0.04
C -1.5455 3.2156 2.2239 -0.23 0.24 -0.11
N -1.8979 3.0565 0.8019 0.19 -0.22 -0.11
C -3.3377 2.7948 0.5537 -0.01 0.18 -0.04
C -4.0806 4.0037 -0.0202 0.05 0.03 0.03
C -3.5922 5.2840 0.6492 0.01 0.00 0.00
C -2.1065 5.5191 0.3332 -0.01 -0.04 0.06
C -1.4030 4.1920 0.0130 -0.17 0.09 -0.04
C -0.7480 0.7739 3.9455 -0.10 -0.13 0.11
C -1.5553 1.0573 5.0547 0.00 -0.11 -0.03
C -2.0055 0.0456 5.8926 0.01 0.00 -0.02
C -1.6621 -1.2761 5.6319 -0.03 0.03 -0.02
C -0.8640 -1.5804 4.5389 -0.11 0.03 -0.05
C -0.4104 -0.5610 3.7104 -0.05 0.03 0.08
C 0.9336 3.3064 3.9346 0.10 0.11 0.14
C 1.2987 3.0185 5.2518 0.02 0.09 -0.03
C 2.1461 3.8637 5.9598 -0.02 -0.02 -0.05
C 2.6517 5.0056 5.3564 -0.01 0.00 0.00
C 2.3104 5.3048 4.0433 -0.02 -0.03 0.00
C 1.4599 4.4620 3.3436 -0.04 0.01 0.05
H 1.3596 0.5050 1.6867 0.17 0.07 0.29
H 1.7283 2.1913 1.1713 0.11 -0.04 0.33
H -1.3118 4.2650 2.4484 -0.06 -0.05 0.02
H -2.4105 2.9698 2.8468 -0.03 0.04 0.02
H -3.7964 2.5146 1.5043 0.01 -0.02 -0.02
H -3.4504 1.9394 -0.1114 0.03 0.03 -0.04
H -5.1522 3.8649 0.1342 0.00 -0.02 -0.03
H -3.9210 4.0651 -1.1013 0.00 0.00 -0.02
H -3.7264 5.1832 1.7307 -0.01 0.01 0.00
H -4.1909 6.1411 0.3385 0.00 0.01 0.02
H -1.6200 6.0176 1.1737 0.01 0.05 -0.03
H -1.9916 6.1842 -0.5265 0.00 -0.02 0.00
H -0.3257 4.2868 0.1450 0.07 -0.04 0.04
H -1.5567 3.9487 -1.0389 -0.02 -0.02 -0.08
H -1.8294 2.0845 5.2767 0.01 0.00 0.00
H -2.6212 0.2872 6.7502 0.00 0.00 0.00
H -2.0176 -2.0669 6.2807 0.01 0.00 0.00
H -0.5832 -2.6070 4.3345 -0.10 0.08 0.01
H 0.2194 -0.8204 2.8671 -0.04 0.01 0.00
H 0.9212 2.1241 5.7340 0.00 0.00 -0.01
H 2.4169 3.6254 6.9810 0.00 0.00 0.00
H 3.3154 5.6614 5.9059 0.00 -0.01 0.00
H 2.7128 6.1877 3.5630 0.00 0.00 0.00
H 1.2140 4.7086 2.3131 0.02 -0.02 0.01
C 4.0599 -0.9992 -3.2281 0.09 0.04 0.04
C 4.0682 0.3645 -2.6299 0.18 -0.03 -0.08
N 3.0291 1.0160 -2.1557 -0.09 -0.09 0.01
C 3.5156 2.2125 -1.6996 -0.10 0.05 -0.01
C 4.8655 2.2918 -1.9010 0.26 -0.20 -0.06
N 5.1945 1.1093 -2.5043 -0.04 -0.09 0.05
C 5.9540 3.2634 -1.6207 -0.09 0.33 0.15
O 5.6114 4.3774 -1.0050 0.66 -0.33 -0.31
O 7.0862 2.9963 -1.9561 0.03 -0.04 -0.01
C 2.6356 3.2303 -1.0906 -0.15 -0.12 0.07
O 3.1394 4.2503 -0.5974 -0.38 0.06 -0.01
O 1.3909 2.9694 -1.0998 -0.35 0.51 -0.12
H 3.7353 -1.7331 -2.4888 0.02 0.04 0.02
H 5.0562 -1.2732 -3.5735 0.01 0.00 -0.01
H 3.3732 -1.0396 -4.0745 -0.01 0.00 0.01
H 6.1426 0.8782 -2.7615 -0.03 -0.03 -0.01
H 4.6235 4.3729 -0.8197 -0.33 0.11 0.15
C -1.2587 -2.4720 -1.7242 0.08 0.03 0.18
C -1.3302 -3.1354 -0.3422 0.10 0.08 -0.03
C -0.1955 -2.7295 0.6177 -0.01 0.04 -0.28
Sb 1.5039 -4.0866 0.5308 -0.04 -0.15 0.29
C 1.5430 -4.2936 2.6831 -0.06 0.03 0.01
C 1.0593 -5.4657 3.2634 -0.01 0.02 -0.01
C 0.9476 -5.5879 4.6449 0.00 0.02 -0.05
C 1.3209 -4.5350 5.4666 0.05 0.05 -0.05
C 1.8079 -3.3623 4.9020 0.16 -0.11 -0.01
C 1.9190 -3.2436 3.5223 0.11 -0.08 -0.02
C 3.1847 -2.7698 0.4664 0.06 0.04 0.02
C 3.0990 -1.3843 0.5258 0.03 0.02 -0.04
C 4.2407 -0.5940 0.5794 0.02 -0.03 -0.03
C 5.4941 -1.1891 0.5412 -0.03 -0.02 -0.05
C 5.5967 -2.5723 0.4562 -0.02 0.00 -0.01
C 4.4501 -3.3562 0.4253 0.01 0.06 0.04
Sb 0.7009 -2.5501 -2.6336 -0.19 -0.24 -0.02
C 0.2627 -1.4526 -4.4260 0.09 0.10 -0.12
C 0.5901 -0.0931 -4.4271 0.02 -0.05 -0.06
C 0.4532 0.6732 -5.5791 0.00 -0.07 0.01
C -0.0068 0.0883 -6.7521 0.01 0.00 0.02
C -0.3317 -1.2610 -6.7659 0.01 0.02 0.02
C -0.1883 -2.0263 -5.6145 0.00 0.07 0.04
C 0.4023 -4.5399 -3.3880 -0.02 -0.06 -0.06
C 1.4004 -5.4940 -3.1972 0.00 0.03 -0.11
C 1.2288 -6.8071 -3.6203 -0.01 0.03 0.01
C 0.0504 -7.1857 -4.2451 0.00 0.02 -0.01
C -0.9578 -6.2500 -4.4383 0.03 0.03 0.03
C -0.7828 -4.9406 -4.0093 0.04 -0.09 0.12
H -1.5058 -1.4100 -1.6530 0.01 0.01 -0.01
H -1.9690 -2.9292 -2.4124 -0.05 0.05 -0.02
H -1.3558 -4.2231 -0.4612 0.02 -0.01 -0.02
H -2.2862 -2.8646 0.1154 -0.01 -0.01 0.02
H -0.5203 -2.7757 1.6567 -0.06 0.00 0.00
H 0.1160 -1.6992 0.4149 -0.01 -0.01 0.06
H 0.7616 -6.2991 2.6358 0.00 0.00 0.00
H 0.5684 -6.5056 5.0770 0.00 -0.01 -0.01
H 1.2364 -4.6272 6.5421 0.00 0.01 -0.01
H 2.0994 -2.5349 5.5371 -0.01 0.01 -0.01
H 2.3107 -2.3209 3.1047 -0.01 -0.03 -0.02
H 2.1286 -0.9073 0.5179 -0.04 0.03 0.01
H 4.1522 0.4839 0.6476 -0.02 0.01 -0.03
H 6.3869 -0.5769 0.5680 0.00 0.00 0.03
H 6.5722 -3.0414 0.4211 0.00 0.00 0.01
H 4.5500 -4.4361 0.3827 0.00 0.00 -0.02
H 1.0173 0.3719 -3.5439 -0.06 0.01 0.05
H 0.7364 1.7194 -5.5588 0.00 -0.01 0.00
H -0.0795 0.6711 -7.6634 -0.01 0.00 0.01
H -0.6747 -1.7281 -7.6811 0.01 0.00 0.00
H -0.4038 -3.0840 -5.6647 -0.02 -0.03 0.01
H 2.3284 -5.2154 -2.7107 0.00 0.01 0.03
H 2.0136 -7.5345 -3.4542 0.00 0.01 -0.01
H -0.0842 -8.2064 -4.5803 -0.01 0.00 0.02
H -1.8847 -6.5420 -4.9163 0.00 0.01 0.00
H -1.5920 -4.2342 -4.1506 -0.01 0.02 -0.01
F -7.5232 -2.2817 3.1275 0.04 0.01 -0.01
C -6.3809 -1.7792 2.6124 -0.07 -0.04 0.03
C -5.5667 -1.0062 3.4226 0.07 0.03 0.02
C -4.4009 -0.4933 2.8933 -0.03 0.00 0.09
C -4.0305 -0.7482 1.5521 0.21 0.04 -0.06
C -2.8318 -0.2392 1.0237 -0.04 -0.23 -0.02
C -4.9003 -1.5422 0.7676 -0.08 -0.02 -0.04
C -6.0681 -2.0570 1.2923 0.07 0.02 -0.06
H -5.8513 -0.8250 4.4506 -0.01 0.01 -0.01
H -3.7455 0.1096 3.5107 0.03 -0.03 0.02
H -2.5548 -0.4383 -0.0035 -0.03 0.02 0.02
H -2.1577 0.3496 1.6284 -0.04 0.00 0.01
H -4.6374 -1.7427 -0.2651 -0.01 0.00 0.02
H -6.7370 -2.6697 0.7032 0.00 0.01 0.00
S -2.6868 0.9992 -2.6235 0.10 0.19 -0.12
C -2.4737 2.0210 -3.9116 0.03 -0.10 0.00
N -2.9948 1.8536 -5.1323 -0.05 -0.05 -0.02
C -2.5059 2.7174 -6.1989 -0.06 0.01 0.04
C -2.0790 4.0052 -5.5059 -0.02 -0.03 0.02
S -1.5030 3.4728 -3.8676 0.08 0.03 0.17
H -3.4499 0.9748 -5.3288 0.01 0.01 -0.01
H -3.2952 2.9002 -6.9263 -0.01 0.00 -0.01
H -1.6603 2.2465 -6.7011 0.03 -0.03 -0.02
H -2.9130 4.6928 -5.3771 0.00 0.00 -0.02
H -1.2715 4.5068 -6.0328 -0.01 0.00 -0.01
```
Forces are in eV/Å.

- Lowest unoccupied orbital energy (spin up / spin down): -0.0547 / -0.0135 Ha
- Charge: 0
- HOMO (spin up / spin down): -7.19 / -7.26 eV
- Energy relative to the best compared isomer or geometry (same formula, charge and spin): 2.676 eV
- Electronic energy: -130029.9828 eV

=====

(2)
Computed, not measured: a cluster of 7 separate species, C24H31BF6INO19 in total, with wB97M-V/def2-TZVPD.

Structure (XYZ):
```
83
Properties=species:S:1:pos:R:3:forces:R:3
C 0.1591 -0.4518 0.1271 -0.19 0.46 -0.61
C -0.2967 0.9803 -0.1678 -0.18 -0.42 0.65
C -1.5567 1.4178 0.6119 0.41 -0.01 -0.31
C -2.8091 1.4264 -0.2415 0.57 0.51 -0.17
O -3.2790 0.1088 -0.6239 0.15 0.05 0.57
B -4.0665 -0.5021 0.2897 -0.15 -0.31 -0.20
I -3.2373 -2.0690 1.5673 -0.11 0.08 -0.20
C -5.6022 -0.1928 0.4752 0.46 0.52 -0.02
C -6.0866 1.1375 -0.0723 -0.79 -0.10 0.05
N -7.3063 1.5021 -0.0938 0.47 -0.06 0.06
H -0.6339 -1.1772 -0.0453 -0.07 -0.04 0.16
H 0.5191 -0.4797 1.1472 -0.08 -0.33 0.11
H 0.9795 -0.7063 -0.5456 0.13 -0.09 0.13
H -0.4753 1.1125 -1.2370 0.11 0.18 -0.03
H 0.5171 1.6322 0.1513 0.07 0.11 -0.33
H -1.6864 0.8339 1.5247 -0.01 -0.12 -0.01
H -1.3876 2.4471 0.9272 -0.30 0.08 0.04
H -2.5574 1.9539 -1.1622 -0.24 -0.07 -0.14
H -3.5919 2.0033 0.2433 -0.11 -0.18 0.13
H -6.1620 -0.9827 -0.0344 0.00 -0.15 0.11
H -5.8381 -0.2549 1.5395 -0.21 -0.09 -0.01
H -5.3781 1.8536 -0.4769 0.13 -0.11 -0.08
H -7.8910 0.7666 0.3079 -0.12 0.04 -0.01
C 5.0297 -1.7735 1.8246 0.23 -0.14 0.05
C 3.9892 -2.2531 0.8440 -0.22 -0.23 0.15
O 2.8020 -1.6184 1.3083 0.50 0.35 -0.05
C 3.1935 -0.4679 1.9306 -0.06 -0.03 0.12
O 2.4778 0.4362 2.2139 -0.10 0.00 0.05
O 4.5180 -0.4795 2.1757 0.02 -0.14 -0.10
F 3.8208 -3.5974 0.9026 -0.06 0.04 -0.01
H 5.0694 -2.3962 2.7232 -0.10 0.07 -0.36
H 6.0244 -1.6904 1.3946 -0.04 0.23 0.00
H 4.1613 -1.9646 -0.1946 -0.02 -0.11 -0.03
C -1.3973 -0.0849 -4.1704 -0.34 -0.17 0.13
C -0.8601 0.9172 -5.1645 0.15 0.10 0.18
O 0.4793 0.4835 -5.3306 -0.18 -0.12 -0.22
C 0.5106 -0.8532 -5.0935 0.04 0.00 0.13
O 1.4062 -1.5700 -5.3882 0.09 -0.06 0.03
O -0.6324 -1.2581 -4.4833 0.07 0.33 -0.06
F -0.8634 2.1776 -4.6700 0.06 -0.03 0.00
H -1.1938 0.2171 -3.1424 0.05 0.10 -0.04
H -2.4606 -0.2770 -4.2842 0.05 -0.18 -0.07
H -1.3625 0.9144 -6.1330 -0.01 0.10 0.00
C -0.7348 -3.6207 -6.5243 0.26 -0.04 -0.02
C -1.0974 -5.0185 -6.9663 -0.26 0.04 0.13
O -2.4058 -4.8401 -7.4857 0.22 0.01 -0.24
C -2.5044 -3.5539 -7.9271 -0.04 0.04 0.10
O -3.3641 -3.1437 -8.6280 -0.11 0.03 0.00
O -1.4726 -2.8142 -7.4530 0.03 -0.10 0.06
F -1.1447 -5.8906 -5.9307 -0.05 0.02 -0.02
H -1.0818 -3.4180 -5.5133 -0.04 -0.15 0.05
H 0.3276 -3.4110 -6.5871 -0.03 0.15 -0.12
H -0.4554 -5.4319 -7.7457 0.01 -0.10 0.06
C -6.1000 4.7260 -0.5967 -0.18 -0.03 -0.09
C -5.9820 5.9103 0.3374 -0.08 -0.15 0.09
O -4.8894 5.5376 1.1621 0.15 0.19 -0.24
C -4.0892 4.7110 0.4389 -0.15 -0.13 0.08
O -2.9865 4.3981 0.7393 0.02 0.04 0.02
O -4.7375 4.2775 -0.6695 0.00 0.10 0.04
F -7.0848 6.0720 1.1032 0.05 -0.02 0.04
H -6.7232 3.9377 -0.1680 -0.02 0.06 0.04
H -6.4723 4.9866 -1.5831 0.19 -0.02 -0.07
H -5.7509 6.8571 -0.1538 -0.08 0.06 0.06
C 4.1234 -3.7265 7.4752 0.07 -0.12 0.16
C 3.0087 -3.7056 6.4521 -0.04 0.22 0.04
O 3.5690 -2.9094 5.4192 0.00 -0.30 -0.06
C 4.9188 -3.0502 5.4804 0.07 0.14 0.01
O 5.6642 -2.7223 4.6168 0.08 -0.02 0.26
O 5.2875 -3.6164 6.6462 -0.12 -0.03 0.05
F 1.8914 -3.1087 6.9220 0.04 0.05 -0.03
H 4.0669 -2.8637 8.1396 -0.11 0.05 -0.05
H 4.1552 -4.6383 8.0642 0.16 -0.06 -0.11
H 2.7451 -4.6831 6.0456 -0.10 0.01 0.02
C 5.3828 2.3127 3.0683 -0.21 0.02 -0.11
C 5.9097 3.4324 3.9352 0.10 -0.19 0.14
O 7.2939 3.1391 4.0008 -0.05 0.21 -0.22
C 7.6262 2.4641 2.8617 -0.04 -0.11 0.03
O 8.7320 2.2872 2.4818 0.10 -0.05 0.02
O 6.5096 2.0366 2.2272 -0.04 0.08 0.10
F 5.3881 3.4040 5.1865 0.05 -0.02 -0.01
H 5.1417 1.4291 3.6563 0.02 0.06 0.12
H 4.5160 2.5935 2.4769 0.10 -0.04 -0.15
H 5.7746 4.4330 3.5209 -0.05 0.04 0.10
```
Forces are in eV/Å.

- Lowest unoccupied orbital energy: 0.0088 Ha
- Charge: 0
- HOMO: -9.55 eV
- SMILES: [H]/N=C\CB(I)OCCCC.O=C1OC[C@@H](F)O1.O=C1OC[C@@H](F)O1.O=C1OC[C@@H](F)O1.O=C1OC[C@@H](F)O1.O=C1OC[C@@H](F)O1.O=C1OC[C@@H](F)O1
- Electronic energy: -90867.1454 eV

=====

(3)
Computed, not measured: a cluster of 2 separate species, CHFINO2 in total in a non-equilibrium geometry, with wB97M-V/def2-TZVPD.

Structure (XYZ):
```
7
Properties=species:S:1:pos:R:3:forces:R:3
C -0.2237 0.5007 -0.8372 1.39 -1.32 0.29
N 0.0414 -0.3831 1.3446 -0.41 1.98 -3.12
O 0.9800 -1.0884 1.2479 -0.24 -0.59 1.60
O -0.8410 -0.0747 2.0723 0.61 -0.92 0.81
F -1.2498 -0.3202 -1.0968 0.06 0.96 -0.10
I 1.6001 -0.2129 -1.6995 -0.71 0.35 0.25
H -0.3070 1.5787 -1.0313 -0.70 -0.46 0.27
```
Forces are in eV/Å.

- Lowest unoccupied orbital energy (spin up / spin down): -0.0248 / -0.0293 Ha
- Charge: 0
- HOMO (spin up / spin down): -9.57 / -8.99 eV
- Energy relative to the best compared isomer or geometry (same formula, charge and spin): 2.363 eV
- Electronic energy: -17450.5997 eV